(1)
{"formula": "C72H108O36", "method": "wB97M-V/def2-TZVPD", "species": ["O", "C", "O", "C", "C", "C", "H", "H", "H", "H", "H", "H", "O", "C", "O", "C", "C", "C", "H", "H", "H", "H", "H", "H", "O", "C", "O", "C", "C", "C", "H", "H", "H", "H", "H", "H", "O", "C", "O", "C", "C", "C", "H", "H", "H", "H", "H", "H", "O", "C", "O", "C", "C", "C", "H", "H", "H", "H", "H", "H", "O", "C", "O", "C", "C", "C", "H", "H", "H", "H", "H", "H", "O", "C", "O", "C", "C", "C", "H", "H", "H", "H", "H", "H", "O", "C", "O", "C", "C", "C", "H", "H", "H", "H", "H", "H", "O", "C", "O", "C", "C", "C", "H", "H", "H", "H", "H", "H", "O", "C", "O", "C", "C", "C", "H", "H", "H", "H", "H", "H", "O", "C", "O", "C", "C", "C", "H", "H", "H", "H", "H", "H", "O", "C", "O", "C", "C", "C", "H", "H", "H", "H", "H", "H", "O", "C", "O", "C", "C", "C", "H", "H", "H", "H", "H", "H", "O", "C", "O", "C", "C", "C", "H", "H", "H", "H", "H", "H", "O", "C", "O", "C", "C", "C", "H", "H", "H", "H", "H", "H", "O", "C", "O", "C", "C", "C", "H", "H", "H", "H", "H", "H", "O", "C", "O", "C", "C", "C", "H", "H", "H", "H", "H", "H", "O", "C", "O", "C", "C", "C", "H", "H", "H", "H", "H", "H"], "xyz": [[0.80545, 13.10675, 19.91049], [1.52457, 12.08135, 19.68435], [1.05875, 10.91844, 19.30887], [2.08731, 9.93706, 19.19683], [3.36227, 10.64977, 19.33707], [3.05942, 12.02411, 19.85926], [1.99093, 9.32918, 18.29722], [1.98628, 9.28523, 20.06460], [3.70245, 10.74630, 18.30603], [4.11165, 10.11020, 19.91620], [3.45823, 12.87489, 19.30680], [3.35263, 12.22472, 20.88974], [-5.32174, 2.31690, 18.99185], [-5.16600, 3.04045, 20.01068], [-5.94698, 3.95745, 20.35075], [-5.56000, 4.69367, 21.51192], [-4.27171, 4.11743, 21.94626], [-3.99093, 2.99125, 20.99485], [-6.39135, 4.52363, 22.19607], [-5.60997, 5.77265, 21.36572], [-4.28664, 3.80276, 22.98974], [-3.52562, 4.91066, 21.99366], [-3.73392, 2.11126, 21.58449], [-3.12828, 3.19327, 20.35993], [5.93832, 4.91878, 16.51850], [5.97799, 6.07807, 16.09446], [4.81200, 6.80114, 16.15029], [5.08143, 8.13822, 15.84797], [6.38603, 8.08270, 15.08459], [7.11490, 6.90311, 15.65316], [5.12618, 8.77923, 16.72843], [4.34805, 8.53339, 15.14504], [7.01105, 8.96758, 15.20465], [6.36595, 8.07296, 13.99482], [7.73537, 7.05394, 16.53653], [7.78664, 6.50937, 14.89038], [2.53139, 5.22318, 25.76053], [2.96925, 6.21460, 25.14574], [2.36272, 6.59180, 24.05115], [3.16739, 7.64367, 23.34156], [4.29297, 7.91914, 24.34098], [4.03376, 7.20732, 25.64007], [2.53640, 8.50676, 23.12933], [3.61824, 7.27472, 22.42030], [4.34989, 9.00178, 24.45393], [5.19776, 7.74711, 23.75800], [3.62985, 7.97296, 26.30246], [5.02204, 6.87064, 25.95320], [4.16255, 1.37332, 15.88615], [5.08882, 1.40970, 15.07565], [5.46831, 2.54144, 14.42880], [6.43630, 2.20120, 13.42371], [6.53196, 0.76166, 13.25262], [5.75643, 0.18572, 14.46833], [7.44938, 2.49093, 13.70270], [6.36125, 2.61548, 12.41831], [7.56213, 0.45011, 13.42525], [6.10823, 0.30434, 12.35852], [6.39760, -0.25678, 15.23069], [4.94053, -0.39528, 14.03839], [1.16640, -0.17797, 20.69691], [2.06245, -0.02978, 19.84911], [2.96230, 0.88470, 19.93261], [3.93249, 0.73975, 18.93489], [3.85257, -0.65730, 18.39786], [2.37262, -0.93399, 18.65092], [4.86154, 1.14820, 19.33258], [3.73056, 1.50128, 18.18164], [4.46394, -1.29428, 19.03706], [4.18731, -0.80818, 17.37157], [2.14837, -1.95355, 18.96446], [1.77166, -0.65268, 17.78615], [-1.83223, 5.07495, 19.42639], [-2.26425, 5.67272, 18.45937], [-1.41520, 6.30182, 17.60012], [-2.10801, 6.70298, 16.34455], [-3.52535, 6.98437, 16.83050], [-3.69515, 5.92578, 18.01070], [-1.90750, 5.94504, 15.58730], [-1.71792, 7.62299, 15.90926], [-4.29155, 6.70520, 16.10726], [-3.68530, 8.03777, 17.06046], [-4.28653, 5.13859, 17.54304], [-4.35805, 6.30174, 18.79000], [7.91997, 8.52820, 26.15407], [8.28130, 8.05724, 25.01391], [7.53182, 7.05628, 24.49439], [7.87321, 6.73983, 23.15242], [8.64418, 7.96059, 22.71218], [9.28152, 8.54003, 23.98611], [7.03266, 6.63051, 22.46714], [8.47866, 5.83966, 23.04655], [8.01205, 8.71200, 22.23900], [9.39144, 7.80010, 21.93505], [9.25328, 9.62943, 24.00902], [10.33345, 8.31529, 24.16229], [-1.96756, 6.53276, 13.13973], [-1.91650, 5.51013, 12.52619], [-2.06018, 5.57787, 11.17928], [-1.64465, 4.38649, 10.59265], [-1.24273, 3.42436, 11.63609], [-1.70735, 4.08892, 12.94872], [-0.89817, 4.61789, 9.83283], [-2.53126, 3.88028, 10.21083], [-0.19845, 3.18862, 11.43114], [-1.71245, 2.44614, 11.53345], [-1.11592, 3.92390, 13.84932], [-2.68655, 3.67446, 13.18847], [3.76025, 5.44555, 21.02665], [3.19511, 5.12291, 20.00787], [3.31732, 3.86844, 19.47887], [2.74382, 3.84293, 18.24255], [1.90655, 5.08081, 18.13567], [2.56168, 6.08422, 19.05592], [2.06785, 2.98817, 18.21898], [3.42275, 3.74988, 17.39493], [0.96532, 4.87935, 18.64714], [1.67971, 5.52343, 17.16575], [1.90925, 6.71276, 19.66203], [3.26493, 6.77786, 18.59504], [0.11321, 9.21716, 16.22828], [0.22151, 10.28521, 15.70097], [0.97735, 11.30410, 16.15245], [0.87490, 12.35752, 15.23379], [0.21771, 11.89679, 13.94075], [-0.45147, 10.70248, 14.42276], [1.82831, 12.74834, 14.87828], [0.29652, 13.10248, 15.78025], [0.96579, 11.67302, 13.18022], [-0.55116, 12.64372, 13.74317], [-0.38759, 9.93364, 13.65276], [-1.52056, 10.85195, 14.57375], [-2.21347, 1.23626, 14.99480], [-1.86084, 1.07554, 16.18050], [-2.24696, -0.00837, 16.84822], [-1.63345, 0.11943, 18.17171], [-1.31844, 1.60294, 18.31981], [-0.94624, 2.01677, 16.96778], [-0.76780, -0.53990, 18.10817], [-2.38696, -0.24191, 18.87154], [-0.62864, 1.70929, 19.15705], [-2.15799, 2.23822, 18.60209], [0.06443, 1.79004, 16.62830], [-1.01630, 3.07861, 16.73181], [9.08947, 2.17566, 21.41349], [8.86281, 3.13931, 20.70392], [8.03787, 4.09835, 21.13019], [7.64603, 5.04113, 20.13150], [7.96484, 4.26203, 18.87219], [8.99165, 3.26803, 19.22727], [8.11213, 6.02592, 20.16343], [6.63077, 5.32477, 20.40877], [8.40762, 5.00346, 18.20711], [7.09752, 3.73713, 18.47178], [10.01303, 3.59682, 19.03547], [8.90115, 2.32070, 18.69579], [2.28208, 2.71045, 25.22856], [3.16885, 2.49352, 24.46611], [4.47885, 2.38040, 24.75057], [5.34134, 2.23271, 23.67442], [4.43202, 1.71744, 22.58865], [3.05074, 2.15688, 23.06452], [6.14496, 1.52868, 23.89037], [5.80202, 3.18473, 23.41069], [4.33057, 0.64127, 22.44835], [4.91179, 1.96910, 21.64282], [2.24900, 1.51562, 22.69834], [3.14287, 3.07585, 22.48565], [1.69494, 3.27621, 14.76215], [2.09184, 4.27773, 14.27555], [1.55636, 5.42559, 14.68421], [1.97137, 6.54547, 13.86946], [3.11875, 6.00318, 13.00645], [3.08131, 4.35643, 13.12074], [2.27854, 7.35790, 14.52802], [1.10816, 6.79957, 13.25432], [4.12402, 6.29666, 13.30878], [3.03248, 6.25252, 11.94886], [4.06066, 3.91290, 13.30035], [2.49651, 3.95043, 12.29535], [-0.99436, -2.57103, 15.37751], [-0.03453, -1.98398, 14.86421], [0.95014, -1.38961, 15.61459], [1.78660, -0.54869, 14.86760], [1.23328, -0.76869, 13.42430], [0.40658, -2.00460, 13.37744], [2.85333, -0.76979, 14.83145], [1.67978, 0.49340, 15.16884], [2.01958, -0.71087, 12.67164], [0.59791, 0.03406, 13.05014], [0.90466, -2.89984, 13.00523], [-0.44657, -1.81986, 12.72467], [-0.10396, 4.26375, 24.73234], [-0.58798, 5.04613, 23.87847], [-1.13225, 6.15390, 24.28679], [-1.14614, 7.24005, 23.19880], [-0.27710, 6.63102, 22.07795], [-0.08473, 5.14576, 22.45707], [-0.92130, 8.21552, 23.63009], [-2.17459, 7.41577, 22.88335], [0.62633, 7.22654, 22.20930], [-0.63762, 6.78635, 21.06109], [0.90501, 4.70205, 22.56484], [-0.84901, 4.56739, 21.93796], [1.67798, 10.53863, 22.56116], [0.86941, 11.21409, 23.08388], [-0.44025, 11.00541, 22.93134], [-1.15829, 12.01918, 23.59347], [-0.17725, 13.18828, 23.68181], [1.19676, 12.63037, 23.70427], [-1.41688, 11.57903, 24.55655], [-2.12379, 12.11137, 23.09607], [-0.46750, 13.82317, 24.51894], [-0.49777, 13.81808, 22.85192], [1.70975, 12.53708, 24.66146], [1.88104, 12.98454, 22.93328]], "atomic_forces_ev_per_a": [[2.33, -3.82, -0.92], [-1.26, 4.31, 1.74], [-0.93, -0.16, -0.67], [-0.99, -1.50, 1.55], [2.24, 0.60, -1.33], [-1.21, 0.77, 0.08], [-0.33, 0.39, -0.08], [-0.45, -0.25, -0.03], [0.71, 0.18, 0.01], [-0.11, -0.04, -0.06], [0.16, -0.25, -0.27], [-0.33, -0.32, 0.13], [0.41, 2.20, 2.88], [2.57, -5.53, -2.82], [-3.07, 3.38, -0.27], [-2.10, 0.14, 0.69], [1.42, 0.88, 1.56], [0.84, 0.10, -0.49], [0.13, -0.16, 0.35], [0.40, -0.08, -0.72], [-0.34, -0.31, -0.06], [0.34, -0.11, -0.54], [-0.62, -0.49, -0.69], [0.20, 0.07, 0.15], [0.53, 2.60, -1.36], [-1.64, -4.31, 2.10], [0.41, -0.68, 0.18], [0.11, 1.18, -1.69], [1.92, 2.09, 0.09], [0.48, -0.05, -0.73], [-0.01, -0.21, 0.18], [-0.52, -0.06, 0.41], [-0.23, 0.37, 0.46], [-0.84, -0.67, -0.02], [-0.07, 0.47, 0.11], [-0.27, -0.72, 0.24], [1.77, 3.07, -1.47], [-1.34, -3.60, 4.62], [0.53, 1.65, -2.81], [-0.42, -0.70, 1.21], [0.44, 2.45, -1.99], [0.45, 0.29, -1.90], [-0.17, -0.29, 0.17], [-0.67, -0.46, 0.03], [-0.07, 0.20, 0.35], [0.41, -0.77, 0.79], [-0.22, -0.64, 0.43], [-0.61, -0.70, 0.66], [2.50, 0.59, -1.54], [-2.84, -0.55, 0.89], [0.26, -0.21, -0.47], [1.66, 1.45, -0.69], [0.04, -3.33, 1.51], [-0.10, 1.25, -0.56], [-0.27, 0.76, 0.72], [-1.19, 0.91, 0.35], [0.03, -0.13, -0.80], [0.28, 0.41, -0.16], [-0.38, -0.53, -0.22], [0.17, -0.62, 0.87], [1.82, 0.52, -2.17], [-3.25, -2.47, 1.58], [0.66, 1.51, 1.23], [1.28, 2.28, -1.42], [0.11, -0.63, 0.64], [-0.18, -0.27, 0.44], [0.31, -0.79, 0.35], [-0.35, -0.33, -0.38], [-0.01, -0.24, 0.01], [-0.16, 0.37, 0.07], [-0.10, 0.03, -0.35], [-0.19, -0.07, 0.11], [-0.69, 0.59, -0.90], [0.51, -0.13, -0.03], [-0.27, -0.05, -0.63], [0.06, 0.53, 0.83], [-0.69, -1.75, 0.18], [-0.52, 1.75, -1.13], [-0.57, -0.29, 0.28], [0.67, -0.13, 0.60], [0.18, 0.26, -0.33], [0.25, -0.16, 0.44], [0.72, -0.77, 0.39], [0.41, 0.00, 0.35], [2.29, -1.91, -5.05], [-2.45, 1.55, 4.75], [-0.22, -0.42, 0.29], [0.89, 0.52, -0.92], [1.36, 1.04, -0.87], [-0.63, 0.59, 0.00], [-0.57, -0.19, 0.74], [-0.09, -0.15, 0.55], [-0.42, 0.03, 0.36], [0.13, -0.50, 0.09], [-0.12, 0.02, -0.03], [-0.22, -0.63, 0.17], [-0.07, 0.19, 0.97], [0.09, 0.78, -0.36], [0.18, 0.69, 0.61], [-1.75, -0.93, -1.67], [1.30, -1.36, 1.14], [0.30, -0.59, -0.24], [-0.15, -0.21, -0.04], [-0.10, 0.64, -1.20], [0.47, 0.22, 1.15], [-0.23, 0.17, -0.11], [0.21, 0.28, -0.22], [-0.15, 0.04, 0.07], [-0.47, -0.74, -0.04], [2.83, 0.65, 0.64], [0.93, 1.14, 2.32], [-1.78, -0.81, -2.71], [-1.62, 1.64, 0.04], [-0.43, -0.31, 0.33], [0.10, -0.25, -0.24], [0.60, -0.05, 0.32], [-0.38, -0.16, -0.37], [0.13, -0.62, -0.13], [-0.39, -0.08, -0.24], [0.48, -0.38, 0.00], [0.39, 0.12, 0.48], [-0.48, -0.77, -0.35], [0.61, -1.25, 0.01], [0.54, 2.11, -0.50], [-0.22, 1.46, 0.99], [-1.31, -2.20, -0.85], [0.40, 0.10, 1.12], [0.13, 0.44, -0.43], [-0.34, 0.45, -0.18], [0.57, 0.14, -1.06], [-0.13, -0.52, 0.44], [-0.01, -0.08, 0.36], [0.91, -0.16, 2.42], [-1.16, 0.72, -4.33], [0.68, 1.28, 0.52], [-1.09, -0.31, -0.21], [0.21, -0.29, 2.33], [0.43, -0.33, -1.50], [0.16, 0.18, 0.54], [0.34, -0.07, 0.11], [0.49, 0.20, -0.25], [-0.52, -0.57, 0.13], [0.32, -0.40, 0.22], [-0.61, -0.12, -0.09], [0.67, 1.53, -0.81], [-1.69, -2.98, 0.96], [0.31, 1.44, 1.83], [-0.44, -0.58, 0.54], [-0.88, 1.63, -1.40], [1.94, -0.57, 0.03], [1.09, -0.21, 0.35], [-0.48, -0.67, -0.65], [-0.57, -0.33, -0.79], [-0.04, 0.54, -0.23], [0.12, 0.22, -0.18], [-0.11, -0.06, 0.39], [0.71, -0.31, 0.44], [-0.78, -1.04, 0.15], [0.92, 0.87, 3.39], [-0.02, -0.83, -0.65], [0.56, -2.17, -0.50], [0.76, 1.13, -4.13], [-0.02, 0.07, 0.40], [-0.09, 0.21, -0.05], [0.82, -0.51, 0.76], [-0.99, 0.89, -0.43], [-0.09, 0.37, 0.40], [-1.68, 0.88, 0.15], [-0.39, -1.96, 0.79], [0.44, -0.56, -0.17], [0.28, 1.33, -0.29], [0.37, -1.02, -0.24], [0.90, -2.03, -0.91], [-1.37, 3.63, 0.60], [-0.22, -0.02, -0.06], [0.04, 0.35, 0.13], [-0.18, 0.30, 0.30], [-0.14, 0.30, 0.11], [-0.49, -0.08, 0.02], [0.53, -0.23, -0.23], [2.86, 2.09, -1.35], [-1.80, -3.49, 0.96], [-0.79, -0.42, 0.96], [-0.72, 0.51, -2.57], [1.28, 1.90, -1.58], [-0.88, 0.74, 0.78], [-0.11, -0.65, 0.87], [-0.06, -0.07, 0.18], [0.41, -0.42, 0.10], [-0.17, 0.42, 0.75], [0.03, -0.19, 0.72], [-0.15, -0.32, 0.24], [-2.72, 1.26, -2.79], [4.92, -1.82, 3.14], [-1.98, 3.69, -0.66], [-1.35, -2.07, 0.51], [1.06, 0.72, 0.91], [-1.68, 0.16, 0.51], [1.01, -0.43, 0.21], [-0.35, -0.62, 0.01], [0.55, -0.50, -0.51], [-0.25, -0.05, 0.20], [-0.05, 0.16, -0.86], [0.65, -0.44, -0.83], [1.61, -1.88, -0.73], [-0.14, 2.19, 0.09], [0.50, -0.70, -0.31], [-0.40, -0.83, 1.27], [-2.69, 1.92, 0.41], [-0.33, -2.17, -1.21], [0.03, 0.31, 0.46], [0.34, 0.69, -0.34], [0.31, -0.16, 0.37], [1.05, 0.06, -0.50], [-0.24, 0.09, -0.02], [-0.03, 0.54, 0.32]]}

(2)
{"formula": "C4H4N2O", "method": "wB97M-V/def2-TZVPD", "smiles": "[H]/N=C/N=C=CC=O", "species": ["H", "N", "C", "N", "C", "C", "C", "O", "H", "H", "H"], "xyz": [[2.02741, 1.26074, -2.43829], [1.58961, 0.75953, -1.66915], [0.55908, 0.14733, -2.06113], [-0.13665, -0.68838, -1.16408], [-0.55444, -0.42568, -0.05678], [-1.09610, -0.26105, 1.13785], [-0.31320, -0.24699, 2.38304], [0.88705, -0.12502, 2.46640], [0.15148, 0.11786, -3.07495], [-2.17605, -0.17454, 1.18750], [-0.93819, -0.36380, 3.28960]], "atomic_forces_ev_per_a": [[-0.05, 0.03, -0.04], [-0.25, -0.13, -0.22], [0.27, 0.21, 0.08], [-0.17, 0.06, 0.86], [0.16, -0.11, -0.57], [-0.05, -0.05, -0.15], [0.25, -0.01, 0.01], [-0.37, -0.12, -0.10], [0.06, 0.01, 0.15], [0.09, 0.04, 0.00], [0.06, 0.07, -0.02]]}

no.,maximum force (eV/Å),total energy (eV)
1,6.72,-150120.2031
2,0.88,-9238.2288